No. 1
The following is a DFT calculation (ωB97M-V with the def2-TZVPD basis set) of a molecular structure, C34H38BN6ReSe2 in a non-equilibrium geometry.

Cartesian coordinates (Å):
C -1.810 -3.200 -1.264
H 1.404 -3.508 -5.115
C 1.371 1.419 4.808
C -1.842 -2.043 3.032
Re -0.139 -0.322 -0.052
C 4.041 -0.324 -0.354
C -1.617 1.624 -4.380
N 0.651 0.637 2.560
N -0.077 1.742 -0.127
C -2.842 2.262 -4.534
H 2.207 2.260 2.480
C 2.789 -3.363 -3.483
H -4.896 -0.218 -0.895
C 3.784 0.577 0.706
H 0.144 -5.095 0.389
H 4.590 1.185 2.592
C -2.391 -2.042 -2.056
Se -0.009 -2.833 -0.589
Se -2.455 -0.287 -1.175
H 4.661 2.422 1.334
H -4.285 3.564 -3.632
H -0.590 4.920 -0.789
H 5.008 -0.571 -0.771
N 0.667 2.396 0.831
N -0.200 -0.296 1.967
N 2.467 0.663 0.884
H -3.388 2.172 -5.465
C -4.118 -0.346 -0.149
C 3.183 -2.647 -2.357
C 2.452 -1.535 -1.966
H 0.988 4.519 2.627
H 1.149 2.477 4.656
H 2.309 4.646 1.464
N 1.839 -0.167 -0.005
C 1.360 -1.131 -2.720
H -4.218 -1.273 0.393
H -3.427 -2.255 -2.318
C -3.787 -4.054 3.243
H 5.772 1.047 1.278
C 1.688 -2.957 -4.228
H -2.520 -1.825 1.042
H -4.104 0.501 0.533
H -0.625 -0.706 5.201
H -4.247 -3.612 1.209
H -4.546 -4.823 3.325
C 0.576 0.557 3.880
H 1.093 -3.939 1.352
H -2.411 -3.482 -0.411
C 0.538 3.715 0.690
H 4.043 -2.969 -1.778
H 0.905 5.706 1.321
C -0.919 1.762 -3.190
H -0.684 -4.013 1.561
C -2.645 -2.372 1.959
H 0.142 -1.481 -4.459
C -3.612 -3.367 2.054
H -3.029 3.802 -1.520
H -1.196 1.056 -5.200
H -1.407 -2.542 5.088
H -1.846 -1.857 -2.976
C -2.026 -2.745 4.225
C -2.628 3.190 -2.323
H 3.349 -4.240 -3.783
C -2.983 -3.740 4.329
C -3.342 3.048 -3.508
B 1.560 1.565 1.757
H -3.102 -4.270 5.266
C 0.137 -4.120 0.867
H 2.443 1.276 4.664
C -0.334 -0.439 4.199
C 0.969 -1.829 -3.851
C -0.822 -0.967 3.030
H -1.703 -4.067 -1.913
H 0.072 1.357 -3.111
C -1.422 2.522 -2.151
H 0.862 -0.207 -2.456
C -0.316 3.954 -0.388
H 1.126 1.160 5.835
C 1.224 4.700 1.577
C 2.828 -0.737 -0.808
C 4.757 1.350 1.525
C -0.645 2.736 -0.916

Atomic forces in eV per Å
C 0.0147 0.0273 -0.0798
H 0.0262 0.0243 0.0302
C -0.1256 -0.1396 -0.0104
C 0.4920 0.2687 0.0564
Re 0.7194 -0.3914 1.0220
C 0.3597 0.1630 0.1113
C -0.0073 -0.0439 0.0384
N -0.2974 -0.1968 0.0161
N -0.3069 0.6190 -0.3366
C -0.0136 -0.0891 -0.1263
H -0.0948 -0.1485 -0.1615
C 0.0541 -0.0214 0.1121
H -0.0376 0.0187 -0.0115
C 0.1388 0.0897 0.1986
H -0.0011 -0.0539 0.0246
H -0.0007 -0.0069 -0.0712
C -0.1180 -0.1785 0.2732
Se -0.2989 -0.2432 0.1467
Se 0.0940 -0.1258 -0.3677
H -0.0160 -0.0775 -0.0106
H 0.0305 0.0071 0.0083
H 0.0394 -0.1265 0.0693
H -0.1324 0.0628 0.1203
N -0.0375 -0.2075 -0.4042
N 0.1393 0.0957 -0.5872
N 0.1200 0.0580 -0.4031
H 0.0227 0.0012 0.0525
C -0.0096 0.2202 -0.0119
C 0.1227 -0.2158 -0.0562
C 0.3722 0.1719 0.0534
H -0.0188 -0.0006 -0.0538
H -0.0123 -0.0755 -0.0203
H -0.0481 -0.0087 -0.0231
N -0.2720 -0.0252 -0.0945
C -0.2074 -0.0325 -0.2220
H -0.0744 -0.0882 0.0069
H -0.0437 -0.0581 -0.0905
C -0.0585 -0.0678 0.0319
H -0.0036 0.0139 0.0166
C -0.0427 -0.0227 -0.0541
H 0.0940 0.0232 -0.0894
H 0.0268 0.0065 -0.0086
H 0.0024 0.0634 -0.0987
H 0.0458 0.0749 -0.0015
H 0.0712 0.0593 -0.0055
C 0.3850 0.2933 0.1068
H 0.0007 0.0221 -0.0291
H -0.1780 -0.0223 0.1447
C 0.0264 0.2728 0.2914
H -0.0720 0.0266 -0.0692
H 0.0031 0.0083 0.0041
C 0.1925 -0.0449 -0.4097
H -0.1303 -0.0147 0.1129
C -0.1986 -0.0679 -0.2815
H 0.0120 0.0024 0.0250
C 0.0393 0.0540 -0.1465
H 0.0447 -0.0062 -0.0874
H 0.0125 0.0294 0.0204
H -0.0422 -0.0586 -0.0635
H 0.0642 0.0358 -0.0557
C 0.0604 -0.2341 0.2883
C -0.3265 -0.0137 0.1311
H -0.0171 0.0453 0.0064
C 0.0409 0.0172 0.0892
C -0.0492 0.0721 0.1951
B 0.1245 0.2496 -0.0301
H 0.0085 0.0232 -0.0333
C -0.0385 0.1207 -0.0519
H -0.0788 -0.0168 -0.0171
C -0.2676 -0.0948 0.3501
C -0.0236 -0.0077 0.0241
C -0.1437 -0.2921 0.0473
H -0.0330 -0.0332 -0.0733
H 0.2961 -0.1042 -0.0277
C -0.0081 0.2809 0.3314
H -0.1645 0.3910 0.0000
C 0.2228 0.4569 0.0097
H 0.0013 0.0069 0.0023
C -0.0321 -0.0718 -0.0849
C -0.4169 -0.0728 0.1374
C -0.0155 -0.0408 -0.0695
C -0.0061 -0.6352 0.2238

Output
<S²>: 0.76
E_HOMO (spin up / spin down): -16.47 / -16.46 eV
Energy relative to the best compared isomer or geometry (same formula, charge and spin): 1.030 eV
Strongest force on any atom: 1.31 eV Å⁻¹
2S+1: 2
Net charge: +3

Results of the Mulliken charge analysis, in e, for atoms 1 through 6: -0.589 0.475 -1.405 1.014 1.108 -1.409

---

No. 2
The following is a DFT calculation (ωB97M-V with the def2-TZVPD basis set) of a molecular structure, C34H38GaN6O2S2Sb in a non-equilibrium geometry.

Cartesian coordinates (Å):
H -0.452 5.952 -1.461
H -0.982 -1.818 -3.067
N 1.817 -2.381 -1.710
Ga 0.795 -1.215 -0.082
H 1.200 -1.846 -3.643
C 1.263 0.547 -3.089
N 1.083 -0.518 1.823
Sb -0.873 0.840 -0.866
C -0.655 1.830 -3.777
C -1.514 2.858 -0.621
H 3.304 -2.936 0.632
C 2.476 -3.611 -1.210
C 5.017 0.105 1.157
H -0.605 2.562 -5.791
N 3.119 0.479 2.554
C -2.725 -0.148 -1.246
H 1.596 1.563 -6.293
H 1.457 -2.826 1.814
H 1.803 0.017 -2.304
C 2.426 -0.242 1.683
H 6.070 0.233 0.961
H -1.462 -4.988 -0.102
H 2.808 0.288 -4.568
C -2.785 3.155 -0.151
C -0.666 3.856 -1.086
H -6.232 -1.527 -2.051
H 4.581 -0.999 -0.641
C 0.044 1.929 6.414
C -0.554 0.731 5.972
O 0.621 1.843 1.214
H -2.411 -0.136 -3.378
C -0.508 -2.733 -2.708
C 1.154 1.430 -5.315
C -4.866 -0.940 -0.506
H -0.352 1.641 8.412
H 0.017 -4.945 -1.057
H 1.095 3.104 3.392
H -1.002 -0.519 4.291
H 1.071 3.721 5.790
C 1.021 -2.643 -2.923
C 0.628 2.790 5.462
H -2.720 6.504 -0.641
C -4.353 -0.882 -2.855
C -0.085 1.991 -5.032
H 0.482 3.101 8.040
C -0.542 0.397 4.641
C 2.535 -3.634 0.310
H -1.027 0.072 6.689
N 2.898 -0.753 0.534
C -2.377 5.478 -0.630
H -3.314 -0.270 0.817
H 2.533 -1.700 -1.935
C 0.183 -4.158 0.992
H -4.641 -1.050 -3.884
C 4.201 -0.583 0.285
C -3.094 -0.371 -2.569
C -0.567 -4.408 -0.316
H -0.532 -3.766 1.718
N 0.055 2.249 7.725
C 0.023 1.096 -2.807
H -5.560 -1.154 0.296
C 0.056 1.261 3.724
S 0.111 0.783 2.066
C 1.834 0.707 -4.345
O -1.188 0.263 1.614
H -3.442 2.371 0.206
H 0.562 -5.111 1.369
C 0.642 2.456 4.131
C -5.241 -1.158 -1.826
H 4.963 1.235 3.009
C -1.104 5.171 -1.092
H 3.493 -3.696 -1.596
H -0.939 -3.567 -3.258
N 1.268 -3.173 0.878
C -3.212 4.476 -0.158
H 1.359 -3.570 -3.387
H 0.328 3.612 -1.442
C 4.408 0.646 2.287
C -3.608 -0.435 -0.210
H 1.930 -4.477 -1.575
S -1.126 -2.822 -1.009
H -1.620 2.271 -3.554
H -4.202 4.722 0.201
H 2.806 -4.632 0.665

Atomic forces in eV per Å
H -0.0091 0.0115 0.0105
H -0.0325 -0.0664 -0.0245
N -0.0780 0.2135 0.0348
Ga -0.1540 -0.9954 -0.0610
H 0.0050 -0.0860 0.0666
C 0.0205 0.1727 0.0478
N -0.4005 0.0845 0.1249
Sb 0.2504 -0.3267 -1.2758
C 0.2174 -0.0678 -0.2112
C 0.2368 -0.3636 0.1030
H -0.0608 -0.3434 0.1459
C 0.0935 -0.1746 0.3465
C -0.0086 -0.0888 -0.1102
H 0.0103 -0.0144 -0.0070
N -0.0541 -0.2239 0.0576
C 0.2963 0.3757 -0.0892
H -0.0089 0.0087 0.0015
H -0.0865 -0.0239 0.0363
H -0.0147 0.2454 -0.1133
C 0.2531 0.4473 0.0916
H -0.0086 0.0196 -0.0232
H 0.0316 -0.0682 -0.0283
H 0.0256 0.0146 -0.0064
C 0.0622 -0.1628 0.0021
C 0.0306 -0.0714 0.0753
H 0.0179 -0.0408 -0.0033
H 0.0703 -0.0124 -0.0231
C 0.0091 0.0054 -0.1163
C -0.0264 -0.0807 -0.0071
O 0.2576 0.2550 0.6324
H -0.0794 0.0352 -0.0427
C 0.1029 0.0171 0.3090
C 0.0772 -0.0622 -0.0308
C 0.0277 0.0012 0.0635
H -0.0076 0.0189 0.0257
H 0.0107 -0.0774 0.0037
H 0.0109 0.0285 0.0615
H -0.0225 -0.0096 0.1003
H 0.0032 -0.0056 -0.0068
C -0.2686 -0.1450 -0.4222
C 0.0072 0.0197 0.0840
H -0.0050 -0.0043 0.0080
C 0.0196 -0.0356 -0.1063
C -0.1187 0.0759 -0.0133
H -0.0251 -0.0098 0.0540
C -0.0192 0.0337 0.0187
C 0.1799 -0.1492 -0.1691
H 0.0151 0.0082 0.0152
N 0.0263 0.5301 -0.0131
C 0.0129 0.0077 -0.0119
H -0.0663 0.0140 0.0335
H 0.0798 -0.1363 -0.1637
C -0.1006 -0.1499 -0.1735
H -0.0273 0.0041 0.0107
C 0.1947 0.1143 -0.0166
C -0.0800 -0.0042 0.0834
C 0.1205 0.2639 -0.1297
H 0.0633 0.0021 0.0555
N 0.0129 0.0235 -0.0509
C -0.6505 0.0058 0.4095
H -0.0056 -0.0035 -0.0086
C 0.0444 -0.3024 -0.3596
S -0.2832 0.2654 -0.0543
C 0.0235 0.0512 -0.0153
O 0.0199 0.0363 0.6564
H -0.0268 0.0316 -0.0059
H -0.0010 0.0303 0.0449
C 0.0434 0.0275 -0.1394
C -0.0143 0.0061 0.0027
H 0.0724 -0.0083 -0.0681
C 0.0105 -0.0165 0.0092
H -0.0467 0.0174 -0.1247
H 0.0346 0.0323 -0.0674
N -0.0403 0.4384 0.3640
C -0.0540 0.0423 0.0325
H 0.0973 0.0418 0.0445
H 0.0027 0.0533 -0.0253
C -0.1894 -0.0337 0.0283
C 0.0154 -0.0217 -0.0235
H -0.0286 0.0663 -0.0760
S -0.0893 0.1524 0.2143
H 0.0182 0.0554 -0.0382
H 0.0001 -0.0128 -0.0018
H -0.0428 -0.0063 -0.0514

Output
E_HOMO: -12.59 eV
Energy relative to the best compared isomer or geometry (same formula, charge and spin): 1.749 eV
Strongest force on any atom: 1.34 eV Å⁻¹
Net charge: +2

Results of the Mulliken charge analysis, in e, for atoms 1 through 6: 0.452 -0.211 -0.099 1.079 0.168 -1.017

---

No. 3
The following is a DFT calculation (ωB97M-V with the def2-TZVPD basis set) of a molecular structure, C34H38IrN4O5Te.

Cartesian coordinates (Å):
H -5.074 -4.676 -4.769
C -0.042 1.021 5.020
O 3.188 1.994 0.703
C 1.291 -2.424 1.245
C 1.719 6.510 0.283
H 0.716 -2.806 3.264
H -3.125 -0.477 -4.740
C 1.751 -4.361 -0.110
H 0.951 0.632 4.791
H -5.584 -5.266 -3.185
C -1.663 2.913 4.780
H 1.282 0.968 2.663
C 0.787 3.392 4.956
C 2.245 0.055 -3.929
H 3.144 -1.283 -5.338
H -0.776 0.322 4.619
H -4.178 -5.971 -3.972
Te -0.895 -0.651 -0.978
C -3.286 -4.267 -1.888
H 1.854 7.584 0.261
H 1.965 -2.330 -0.780
C -2.169 -2.143 -1.890
N -0.264 2.306 2.955
C -3.546 -2.803 -3.746
H 0.679 4.372 4.482
C 3.660 3.215 0.725
C -3.831 -4.019 -3.137
C 0.987 -3.256 2.318
C 0.681 -2.088 -3.163
O 4.814 3.531 0.895
H 1.806 3.032 4.797
O 1.574 -0.523 2.591
H -0.148 1.060 6.105
N 0.974 -0.152 0.407
C -2.476 -0.556 -3.869
C -0.977 3.782 -0.049
H -2.669 0.305 -3.225
C -4.715 -5.036 -3.805
H -0.426 6.593 -0.074
H 3.818 6.073 0.647
N 1.015 1.982 2.416
C 2.613 4.318 0.520
H 1.789 1.617 -1.378
H -0.557 3.193 2.558
C 1.620 -2.246 -4.170
C 2.820 5.686 0.499
O -2.018 4.364 -0.261
H 1.608 2.365 -2.923
H -3.508 -5.205 -1.387
H -2.753 -4.012 0.771
C -0.267 2.410 4.431
C 1.301 0.233 -2.920
O -0.816 2.487 0.010
C 0.445 5.975 0.094
C 0.307 4.601 0.127
C 0.523 -0.860 -2.531
H 2.855 0.898 -4.232
H -2.419 2.236 4.381
H -1.781 2.973 5.862
H 2.072 -4.788 -1.053
H -1.243 -4.560 0.048
H 1.735 -3.208 -4.652
N 1.384 3.852 0.335
H 0.668 3.528 6.031
H 1.475 -6.264 0.844
H -1.394 -2.903 0.596
C 1.422 -5.188 0.955
H -3.980 -2.582 -4.716
C 1.043 -4.633 2.171
Ir 1.140 1.887 0.416
C -2.727 -1.854 -3.146
C 1.686 -2.983 0.035
H 0.119 1.864 -2.098
C -1.932 -3.717 0.115
C -2.460 -3.347 -1.245
C 1.154 1.593 -2.302
H 0.069 -2.930 -2.863
C 1.268 -0.936 1.435
H -1.839 3.909 4.366
C 2.408 -1.170 -4.552
H -1.442 -0.484 -4.212
H 0.796 -5.276 3.006
H 1.753 2.605 2.758

Atomic forces in eV per Å
H 0.0001 0.0004 0.0001
C 0.0070 0.0064 0.0119
O 0.0176 0.0379 0.0760
C 0.0270 -0.0125 -0.0496
C -0.0088 -0.0110 -0.0044
H 0.0040 0.0038 -0.0008
H -0.0044 0.0018 0.0000
C 0.0084 0.0135 -0.0055
H -0.0340 0.0003 0.0094
H 0.0000 0.0000 -0.0003
C 0.0071 -0.0038 -0.0021
H -0.1153 -0.0538 0.0071
C -0.0135 0.0079 0.0009
C 0.0049 -0.0010 -0.0008
H 0.0037 -0.0019 0.0022
H 0.0067 0.0003 0.0020
H 0.0007 -0.0001 0.0003
Te -0.0007 -0.0536 0.0005
C -0.0066 0.0020 0.0013
H -0.0001 -0.0001 0.0017
H 0.0139 0.0173 -0.0186
C 0.0159 0.0007 -0.0124
N 0.0455 -0.0343 0.0467
C 0.0080 0.0053 -0.0006
H 0.0015 -0.0018 -0.0032
C -0.0211 0.0082 0.0308
C 0.0019 -0.0039 -0.0002
C -0.0203 0.0178 -0.0049
C 0.0474 -0.0267 0.0296
O 0.0063 -0.0038 -0.0174
H 0.0045 0.0026 0.0066
O 0.0771 -0.0235 -0.1169
H 0.0097 0.0024 0.0088
N -0.0009 -0.0762 0.1216
C -0.0053 0.0000 -0.0152
C 0.0821 -0.0084 -0.2608
H 0.0005 0.0024 0.0048
C -0.0033 0.0001 0.0028
H 0.0000 -0.0020 -0.0033
H 0.0011 -0.0016 0.0000
N 0.0488 0.1336 0.0301
C 0.0114 -0.0143 -0.0164
H 0.2695 -0.0371 0.0407
H -0.0020 -0.0279 -0.0462
C -0.0105 -0.0055 0.0051
C -0.0016 -0.0014 -0.0044
O -0.0221 0.0038 0.0876
H -0.0171 0.0196 0.0143
H -0.0009 0.0008 0.0009
H 0.0036 -0.0058 0.0009
C 0.0028 -0.0214 0.0038
C 0.0321 -0.0436 -0.0179
O -0.0701 0.1123 0.2271
C 0.0153 0.0101 0.0058
C -0.0342 -0.0133 0.0839
C -0.0135 0.0411 0.0212
H -0.0004 0.0003 -0.0017
H 0.0012 -0.0009 0.0012
H 0.0005 0.0018 0.0001
H -0.0017 -0.0064 0.0021
H 0.0087 0.0120 0.0051
H 0.0004 0.0020 -0.0017
N 0.0157 0.0936 -0.0167
H -0.0003 -0.0021 -0.0010
H -0.0008 -0.0023 -0.0029
H 0.0041 0.0015 0.0165
C 0.0083 -0.0042 0.0004
H 0.0004 0.0025 -0.0002
C -0.0311 -0.0113 -0.0141
Ir -0.0527 -0.2483 -0.3371
C -0.0124 0.0066 -0.0024
C -0.0267 -0.0486 0.0010
H -0.0139 -0.0232 -0.0308
C 0.0106 -0.0132 0.0277
C -0.0022 -0.0059 -0.0067
C -0.1323 0.0917 0.0790
H 0.0009 0.0055 -0.0061
C -0.0965 0.1433 0.0258
H -0.0014 0.0013 -0.0028
C -0.0022 0.0098 -0.0073
H -0.0262 0.0000 -0.0037
H 0.0027 0.0003 -0.0006
H -0.0321 0.0325 -0.0077

Output
<S²>: 0.76
E_HOMO (spin up / spin down): -7.31 / -7.92 eV
Energy relative to the best compared isomer or geometry (same formula, charge and spin): 0.000 eV
Strongest force on any atom: 0.42 eV Å⁻¹
2S+1: 2

Results of the Mulliken charge analysis, in e, for atoms 1 through 6: 0.349 -1.702 -0.870 -0.123 -0.387 0.458